92
Properties=species:S:1:pos:R:3 method="wB97M-V/def2-TZVPD" total_charge=-1 e_homo_ha=-0.218 homo_lumo_gap_ev=6.948
O 2.632 -0.883 -3.233
P 1.338 -0.218 -3.009
O 1.436 0.695 -1.644
O 1.035 0.826 -4.257
Ga -0.474 -1.690 -2.751
I -0.091 -4.048 -3.785
C -2.129 -0.725 -3.527
O -2.399 0.373 -2.611
C -3.637 0.810 -2.655
F -4.556 -0.113 -2.405
F -3.765 1.740 -1.701
F -3.951 1.413 -3.804
H 0.993 1.569 -1.769
H 0.557 0.354 -4.952
H -0.782 -1.870 -1.192
H -1.847 -0.355 -4.520
H -2.973 -1.399 -3.670
C -3.518 2.093 2.195
Br -3.423 2.055 4.127
Br -1.951 1.313 1.392
Br -5.137 1.274 1.542
H -3.546 3.132 1.899
C 2.724 4.652 -3.034
Br 2.308 5.614 -4.653
Br 1.334 3.404 -2.574
Br 4.449 3.796 -3.120
H 2.771 5.380 -2.232
C -5.103 2.288 7.805
Br -3.202 1.970 7.897
Br -5.523 3.724 6.590
Br -6.077 0.684 7.368
H -5.423 2.598 8.789
C 3.432 -1.173 -7.312
Br 3.883 0.386 -6.276
Br 1.973 -2.162 -6.531
Br 3.082 -0.723 -9.162
H 4.295 -1.822 -7.304
C -0.252 -2.114 2.961
Br -0.437 -1.294 4.702
Br -1.956 -2.673 2.260
Br 0.709 -0.975 1.737
H 0.344 -3.008 3.092
C -3.776 -7.056 -4.079
Br -3.630 -8.925 -4.580
Br -4.955 -6.821 -2.565
Br -2.045 -6.223 -3.778
H -4.233 -6.544 -4.915
C 1.487 6.187 -8.448
Br 1.924 7.733 -7.377
Br 0.069 5.152 -7.659
Br 1.085 6.679 -10.270
H 2.367 5.559 -8.475
C 0.324 -6.539 1.298
Br -1.352 -7.467 1.070
Br 0.502 -5.060 0.087
Br 0.599 -5.987 3.129
H 1.110 -7.242 1.058
C 4.355 -4.554 0.090
Br 3.778 -2.906 -0.727
Br 4.070 -6.073 -1.070
Br 6.191 -4.457 0.688
H 3.745 -4.709 0.970
C 4.215 4.331 1.036
Br 6.123 4.060 1.123
Br 3.751 5.782 -0.156
Br 3.283 2.709 0.586
H 3.887 4.626 2.023
C 3.630 -8.235 5.244
Br 3.437 -7.375 6.958
Br 1.941 -8.879 4.577
Br 4.511 -7.085 3.967
H 4.267 -9.096 5.388
C 5.134 -3.849 8.474
Br 6.422 -5.279 8.343
Br 4.053 -3.705 6.886
Br 4.049 -4.010 10.062
H 5.693 -2.928 8.563
C -1.606 6.916 -3.078
Br -0.247 6.950 -1.705
Br -1.282 8.251 -4.433
Br -1.822 5.162 -3.844
H -2.541 7.169 -2.599
C -8.744 3.086 2.671
Br -7.402 3.092 4.056
Br -8.360 4.388 1.300
Br -8.999 1.323 1.929
H -9.679 3.375 3.131
C 1.492 4.657 4.985
Br 3.318 4.406 4.413
Br 1.088 6.525 5.257
Br 0.241 3.822 3.784
H 1.391 4.168 5.943



47
Properties=species:S:1:pos:R:3 method="wB97M-V/def2-TZVPD" smiles="O=C(NCC[C@@H](F)Cn1cc(C2(C3CC3)CC2)nn1)c1ncnc(O)c1Br" e_homo_ha=-0.337 relative_energy_kj_mol=132.91 homo_lumo_gap_ev=9.433
O -2.071 0.851 1.126
C -1.232 1.722 0.994
N -0.775 2.473 2.013
C -1.077 2.151 3.393
C -0.477 0.793 3.737
C 1.038 0.746 3.589
F 1.643 1.212 4.765
C 1.551 -0.648 3.244
N 1.370 -0.885 1.829
C 0.283 -1.337 1.177
C 0.644 -1.245 -0.145
C -0.152 -1.590 -1.355
C 0.020 -3.008 -1.842
C -0.432 -3.446 -3.204
C 1.039 -3.317 -2.899
C -1.511 -0.949 -1.480
C -0.378 -0.482 -2.347
N 1.897 -0.776 -0.224
N 2.341 -0.547 0.989
C -0.511 1.912 -0.310
N 0.778 1.569 -0.285
C 1.421 1.616 -1.442
N 0.918 2.012 -2.608
C -0.349 2.380 -2.616
O -0.888 2.792 -3.761
C -1.133 2.344 -1.465
Br -2.957 2.859 -1.498
H -0.075 3.167 1.815
H -0.653 2.932 4.025
H -2.154 2.148 3.555
H -0.744 0.507 4.758
H -0.946 0.052 3.088
H 1.368 1.413 2.783
H 2.616 -0.716 3.458
H 1.048 -1.428 3.817
H -0.625 -1.638 1.670
H -0.091 -3.726 -1.037
H -0.858 -4.435 -3.302
H -0.900 -2.728 -3.865
H 1.593 -2.489 -3.319
H 1.639 -4.211 -2.789
H -2.309 -1.527 -1.929
H -1.860 -0.300 -0.684
H 0.074 0.480 -2.143
H -0.382 -0.714 -3.405
H 2.453 1.294 -1.432
H -0.196 2.718 -4.440



42
Properties=species:S:1:pos:R:3 method="wB97M-V/def2-TZVPD" smiles="O=C1CCC(=O)N1[C@H](/C=C/N1CCOCC1)c1ccccc1" e_homo_ha=-0.271 relative_energy_kj_mol=514.14 homo_lumo_gap_ev=8.072
O 2.172 -2.596 -0.106
C 1.318 -2.212 0.683
C 1.455 -1.082 1.742
C 0.073 -0.924 2.374
C -0.840 -1.879 1.618
O -2.072 -1.909 1.728
N -0.036 -2.654 0.828
C -1.157 -3.885 0.494
C -2.377 -3.476 -0.300
C -2.234 -2.609 -1.350
N -3.212 -2.487 -2.296
C -2.943 -1.802 -3.569
C -3.889 -2.291 -4.658
O -5.264 -2.276 -4.289
C -5.584 -2.452 -2.918
C -4.500 -3.148 -2.103
C -1.343 -4.663 1.783
C -0.332 -4.773 2.759
C -0.467 -5.646 3.819
C -1.633 -6.437 3.962
C -2.676 -6.248 3.023
C -2.558 -5.285 2.035
H 1.809 -0.197 1.196
H 2.222 -1.364 2.479
H 0.016 -1.211 3.451
H -0.405 0.063 2.271
H -0.166 -4.152 -0.039
H -3.452 -3.812 -0.137
H -1.315 -2.020 -1.491
H -1.899 -2.016 -3.835
H -3.073 -0.708 -3.450
H -3.843 -1.607 -5.519
H -3.588 -3.311 -4.955
H -6.511 -3.049 -2.880
H -5.784 -1.481 -2.428
H -4.482 -4.228 -2.354
H -4.775 -3.049 -1.050
H 0.619 -4.219 2.703
H 0.353 -5.808 4.533
H -1.709 -7.169 4.760
H -3.558 -6.901 3.041
H -3.396 -5.048 1.351



48
Properties=species:S:1:pos:R:3 method="wB97M-V/def2-TZVPD" total_charge=-1 e_homo_ha="-0.138 / -0.138" relative_energy_kj_mol=91.59 homo_lumo_gap_ev="6.261 / 6.262"
Pt -1.209 -1.178 -0.703
C -2.050 -0.959 2.350
N -1.019 -1.677 1.590
C -1.158 -3.126 1.779
C 0.304 -1.175 1.920
C 0.880 -1.448 3.148
C 2.113 -0.917 3.498
C 2.752 -0.084 2.589
C 2.192 0.198 1.357
C 0.952 -0.352 0.977
N 0.340 -0.044 -0.211
C 1.054 0.636 -1.229
C 2.190 0.084 -1.799
C 2.830 0.716 -2.855
C 2.314 1.904 -3.348
C 1.178 2.465 -2.781
C 0.534 1.847 -1.713
N -0.665 2.339 -1.168
C -0.623 2.809 0.198
C -1.502 3.134 -2.030
H -1.941 -1.144 3.425
H -1.963 0.109 2.157
H -3.038 -1.296 2.033
H -1.141 -3.399 2.840
H -2.110 -3.445 1.352
H -0.351 -3.636 1.260
H 0.355 -2.088 3.847
H 2.560 -1.149 4.455
H 3.712 0.353 2.838
H 2.713 0.843 0.665
H 2.539 -0.876 -1.437
H 3.701 0.262 -3.309
H 2.791 2.396 -4.187
H 0.775 3.383 -3.187
H -0.248 3.844 0.269
H -1.630 2.783 0.624
H 0.019 2.171 0.801
H -1.140 4.168 -2.167
H -1.588 2.641 -2.997
H -2.501 3.185 -1.590
Se -1.423 -0.695 -3.081
O -3.234 -1.951 -0.831
N -3.712 -0.801 -0.572
O -4.881 -0.565 -0.508
O -2.813 0.096 -0.367
S 2.114 -4.418 -1.584
C 0.936 -3.354 -1.271
N 0.089 -2.588 -1.046



52
Properties=species:S:1:pos:R:3 method="wB97M-V/def2-TZVPD" e_homo_ha=-0.337 relative_energy_kj_mol=0.00 homo_lumo_gap_ev=8.697
Sn -2.718 0.607 -3.181
O -2.201 -1.921 0.008
C -2.565 -0.886 -0.513
O -3.023 -0.846 -1.741
C -2.455 0.408 0.258
C -2.112 0.283 1.596
C -1.937 1.394 2.394
C -2.090 2.675 1.888
C -2.395 2.796 0.558
C -2.627 1.698 -0.310
O -2.979 1.930 -1.535
N -2.449 4.158 0.011
O -1.775 4.394 -0.973
O -3.127 4.971 0.602
N -1.531 1.224 3.787
O -1.464 2.219 4.482
O -1.262 0.099 4.165
H -1.980 -0.710 2.001
H -1.953 3.545 2.513
C 2.074 -0.128 2.810
C 1.176 -0.860 1.825
N 1.918 -1.640 0.837
C 2.587 -2.859 1.296
C 4.104 -2.745 1.256
C 1.860 -1.438 -0.493
O 2.309 -2.221 -1.320
C 1.215 -0.174 -0.995
C 1.720 1.098 -0.771
C 1.100 2.186 -1.366
C -0.019 1.971 -2.147
N -0.511 0.745 -2.359
C 0.102 -0.303 -1.804
H 1.465 0.390 3.551
H 2.705 0.603 2.301
H 2.725 -0.822 3.343
H 0.534 -0.155 1.301
H 0.510 -1.541 2.362
H 2.259 -3.686 0.666
H 2.239 -3.049 2.312
H 4.441 -2.565 0.237
H 4.557 -3.673 1.606
H 4.455 -1.932 1.893
H 2.588 1.235 -0.139
H 1.459 3.193 -1.213
H -0.567 2.799 -2.577
H -0.333 -1.278 -1.974
N -0.467 -1.601 -4.884
N -1.665 -1.687 -4.106
H -0.061 -2.519 -5.030
H 0.206 -1.050 -4.366
H -1.622 -2.358 -3.342
H -2.419 -1.972 -4.720



43
Properties=species:S:1:pos:R:3 method="wB97M-V/def2-TZVPD" total_charge=+1 e_homo_ha="-0.386 / -0.386" relative_energy_kj_mol=104.78 homo_lumo_gap_ev="5.558 / 5.708"
Pt 0.209 0.279 0.064
C -2.562 1.151 -1.368
C -1.725 1.095 -2.633
S -0.261 -0.006 -2.638
C -0.967 -1.706 -2.632
C -0.693 -2.477 -1.354
S -1.629 -1.765 0.048
C -0.765 -2.494 1.486
C -1.024 -1.697 2.752
S -0.303 -0.003 2.738
C -1.762 1.104 2.729
C -2.590 1.159 1.457
S -1.632 1.853 0.053
H -2.929 0.165 -1.079
H -3.411 1.812 -1.544
H -1.296 2.075 -2.848
H -2.351 0.796 -3.474
H -0.479 -2.219 -3.461
H -2.032 -1.633 -2.845
H 0.372 -2.440 -1.107
H -1.020 -3.511 -1.467
H 0.304 -2.518 1.264
H -1.150 -3.507 1.607
H -0.538 -2.199 3.588
H -2.087 -1.611 2.968
H -1.333 2.085 2.941
H -2.390 0.805 3.568
H -3.438 1.825 1.621
H -2.955 0.173 1.167
N 10.092 0.650 -0.240
C 8.951 0.555 -0.206
C 7.544 0.432 -0.163
C 6.972 -0.746 0.334
C 5.601 -0.864 0.390
C 4.786 0.179 -0.071
C 5.369 1.348 -0.588
C 6.738 1.481 -0.619
C 3.386 0.080 -0.005
C 2.169 -0.006 0.061
H 7.614 -1.548 0.672
H 5.135 -1.761 0.771
H 4.722 2.140 -0.934
H 7.201 2.386 -0.992



Molar mass across the listed records, respectively: 4168.62, 439.29, 300.36, 648.48, 555.09, 561.70 g/mol.